1.
DFT (wB97M-V/def2-TZVPD) results for a 2-piece molecular cluster, C8H10N4 overall at a distorted geometry.

## Properties
- maximum force (eV/Å) = 1.24
- total energy (eV) = -14414.027
- LUMO level (alpha / beta) (eV) = -0.20 / 0.17
- frontier orbital gap (alpha / beta) (eV) = 7.9 / 7.3
- highest occupied orbital energy (alpha / beta) (eV) = -8.056 / -7.094

Geometry as XYZ:
```
22
Properties=species:S:1:pos:R:3:mulliken_charge:R:1
C 0.516 -2.765 -1.212 -0.4045
C -2.549 2.296 0.812 -0.3867
C 0.354 -2.134 0.024 -0.5743
C -1.289 2.152 1.449 -0.6572
C 1.488 -2.081 -1.904 -0.5827
C -2.707 1.242 -0.046 -0.6728
C 1.246 -1.057 0.069 0.4420
C -0.757 1.011 0.941 0.1121
N 1.908 -1.037 -1.142 -0.0506
N -1.588 0.462 0.039 0.1609
N 2.356 0.751 0.985 -0.5450
N 1.419 -0.217 1.089 -0.2050
H -0.022 -3.622 -1.563 0.4216
H -3.244 3.096 0.985 0.3981
H -0.311 -2.410 0.817 0.4881
H -0.865 2.806 2.186 0.4118
H 1.908 -2.273 -2.873 0.4299
H -3.510 0.995 -0.712 0.3945
H 2.675 -0.431 -1.379 0.1917
H -1.420 -0.414 -0.431 0.1596
H 2.430 1.253 0.098 0.2020
H 2.306 1.374 1.779 0.2666
```

=====

2.
DFT (wB97M-V/def2-TZVPD) results for an isolated ion of composition C8H10N5O and charge +1 at a distorted geometry.

## Properties
- SMILES = C=[N+]1N=[N+]([O-])c2nc(N(C)C)ccc21
- maximum force (eV/Å) = 3.71
- total energy (eV) = -17943.889
- LUMO level (alpha / beta) (eV) = -6.21 / -6.21
- frontier orbital gap (alpha / beta) (eV) = 6.3 / 6.3
- highest occupied orbital energy (alpha / beta) (eV) = -12.496 / -12.496
- charge = +1

Geometry as XYZ:
```
24
Properties=species:S:1:pos:R:3:mulliken_charge:R:1
C -2.703 -3.800 -1.843 -0.2109
N -2.687 -2.662 -1.206 0.5638
N -3.788 -2.212 -0.575 -1.0022
N -3.460 -1.219 0.155 1.1605
O -4.241 -0.702 0.912 -0.5806
C -2.133 -0.883 -0.005 -0.0123
N -1.500 0.086 0.589 -0.2773
C -0.216 0.230 0.349 0.5348
N 0.489 1.186 0.992 0.0644
C 1.794 1.572 0.489 -1.0315
C -0.299 2.339 1.605 -0.8589
C 0.461 -0.639 -0.592 -0.3134
C -0.228 -1.647 -1.246 -0.8922
C -1.616 -1.779 -0.920 0.5810
H -3.554 -4.390 -1.711 0.3331
H -1.840 -4.351 -2.150 0.2719
H 2.142 2.512 1.021 0.3156
H 2.686 0.815 0.699 0.3383
H 1.954 1.755 -0.609 0.3725
H -0.745 1.929 2.571 0.3188
H 0.394 3.094 1.942 0.3537
H -1.254 2.722 1.108 0.2866
H 1.476 -0.255 -1.033 0.2410
H 0.075 -2.190 -2.098 0.4433
```

=====

3.
DFT (wB97M-V/def2-TZVPD) results for an isolated ion of composition C8H10N5O and charge +1 at a distorted geometry.

## Properties
- SMILES = C=[N+]=C1C=CC(N(C)C)=N/C1=N/N=O
- maximum force (eV/Å) = 5.34
- total energy (eV) = -17943.436
- LUMO level (eV) = -5.13
- frontier orbital gap (eV) = 6.6
- highest occupied orbital energy (eV) = -11.753
- charge = +1

Geometry as XYZ:
```
24
Properties=species:S:1:pos:R:3:mulliken_charge:R:1
C 3.766 2.065 -0.086 -0.1284
N 2.922 1.148 0.063 -0.3479
C 1.609 0.852 0.073 1.2908
C 0.489 1.720 -0.075 -0.7389
C -0.766 1.193 -0.074 -0.8787
C -0.986 -0.251 -0.071 0.9189
N -2.146 -0.892 -0.062 0.0773
C -3.341 -0.157 0.216 -0.8397
C -2.217 -2.354 -0.081 -0.9135
N 0.112 -1.088 -0.050 -0.2705
C 1.267 -0.528 0.094 -0.4948
N 2.350 -1.426 0.132 -0.2923
N 3.407 -0.899 0.078 0.8559
O 4.550 -0.916 -0.070 -0.4397
H 4.837 1.631 -0.015 0.2183
H 3.430 3.171 -0.137 0.2555
H 0.503 2.740 -0.090 0.5074
H -1.714 1.671 -0.167 0.3201
H -4.061 -0.435 -0.631 0.3361
H -3.832 -0.212 1.131 0.3465
H -3.252 0.988 0.034 0.2556
H -2.657 -2.578 0.894 0.3223
H -2.901 -2.506 -1.025 0.2898
H -1.367 -2.934 -0.081 0.3501
```

=====

4.
DFT (wB97M-V/def2-TZVPD) results for a 2-piece molecular cluster, C8H10NO4S overall at a distorted geometry.

## Properties
- maximum force (eV/Å) = 3.79
- total energy (eV) = -28974.420
- LUMO level (eV) = 3.17
- frontier orbital gap (eV) = 7.0
- highest occupied orbital energy (eV) = -3.871
- charge = -1

Geometry as XYZ:
```
24
Properties=species:S:1:pos:R:3:mulliken_charge:R:1
C -0.377 -0.782 0.841 0.2268
C 1.180 1.245 -1.018 0.3322
C -1.678 1.645 0.666 0.6604
C 1.205 -0.930 0.742 -0.9646
C 1.556 1.627 0.374 -0.4101
C 2.048 0.298 1.123 -0.6151
C -0.855 -0.004 -0.239 0.0182
C -2.174 -2.189 -1.198 -0.7360
N 0.080 0.447 -1.178 -0.0157
O -1.492 2.529 -0.093 -0.5321
O -1.016 -1.325 1.759 -0.7462
O 1.878 1.494 -2.054 -0.7625
O -2.243 1.303 1.652 -0.5533
S -2.419 -0.460 -1.028 -0.1388
H 1.464 -1.576 1.509 0.4815
H 1.378 -1.226 -0.274 0.4507
H 2.438 2.395 0.336 0.2907
H 0.659 2.056 0.815 0.2077
H 1.916 0.484 2.221 0.3500
H 3.067 0.118 0.696 0.3443
H -2.396 -2.438 -2.166 0.4020
H -2.681 -2.930 -0.477 0.2235
H -1.103 -2.349 -0.972 0.1605
H -0.436 0.563 -2.037 0.3259
```

=====

5.
DFT (wB97M-V/def2-TZVPD) results for one molecule with the formula C8H10O at a distorted geometry.

## Properties
- SMILES = CCc1cccc(O)c1
- maximum force (eV/Å) = 14.17
- total energy (eV) = -10500.468
- LUMO level (eV) = 0.86
- frontier orbital gap (eV) = 9.5
- highest occupied orbital energy (eV) = -8.664

Geometry as XYZ:
```
19
Properties=species:S:1:pos:R:3:mulliken_charge:R:1
C 2.219 -0.508 -1.453 -1.4462
C 0.773 -0.199 -1.721 -0.3426
C 0.006 -0.149 -0.361 0.4751
C 0.133 -1.079 0.609 -0.2864
C -0.588 -1.023 1.762 -0.1714
C -1.362 0.109 2.118 -1.0979
C -1.535 1.076 1.059 0.7946
O -2.406 2.125 1.300 -0.4352
C -0.829 0.934 -0.166 -0.4875
H 2.489 -1.220 -1.018 0.6558
H 2.694 -0.675 -2.409 0.3277
H 2.478 0.481 -0.831 0.2484
H 0.794 0.827 -2.241 0.2900
H 0.165 -1.127 -2.185 0.2515
H 0.618 -2.187 0.204 0.1249
H -0.525 -1.800 2.676 0.2193
H -1.853 -0.109 2.836 0.6312
H -2.318 2.671 0.707 0.2103
H -0.955 1.854 -0.885 0.0383
```

=====

6.
DFT (wB97M-V/def2-TZVPD) results for one molecule with the formula C8H10O2S at a distorted geometry.

## Properties
- maximum force (eV/Å) = 4.23
- total energy (eV) = -23382.191
- LUMO level (alpha / beta) (eV) = -0.91 / -0.80
- frontier orbital gap (alpha / beta) (eV) = 7.4 / 7.3
- highest occupied orbital energy (alpha / beta) (eV) = -8.318 / -8.125

Geometry as XYZ:
```
21
Properties=species:S:1:pos:R:3:mulliken_charge:R:1
C -0.155 -1.206 -1.630 -0.0983
C -1.465 -1.242 -1.352 -0.7334
C -0.901 2.379 -0.732 -0.9672
C -0.199 1.705 0.231 0.0795
C 0.915 -1.351 0.816 -0.4922
C 0.329 -0.255 1.731 -0.7972
C 0.869 -0.787 -0.619 -0.4335
C -0.550 0.556 0.773 0.1191
O -3.085 0.463 -0.071 -0.6747
O -2.112 -1.415 1.273 -0.6613
S -1.990 -0.432 0.182 1.1509
H 0.298 -1.601 -2.518 0.4383
H -2.263 -1.599 -1.971 0.4747
H -0.446 3.247 -1.199 0.2963
H -1.915 2.020 -1.102 0.2353
H 0.779 2.067 0.401 0.2941
H 1.899 -1.840 1.290 0.3310
H 0.120 -2.035 0.860 0.3596
H -0.433 -0.660 2.359 0.4176
H 1.107 0.552 2.103 0.3492
H 1.909 -0.329 -0.933 0.3122
```

=====

Short version: energy above the lowest of the compared OMol25 structures with the same formula, charge and spin = 104.3 100.7 111.2 0.0 118.4 139.4 kcal/mol, in the order given.